Computed, not measured: a 2-piece molecular cluster, C10H18N3O3 overall, with ωB97M-V/def2-TZVPD.

As for the highest occupied orbital energy: -12.91 eV. The gap between HOMO and LUMO comes out at 10.01 eV. Its charge is +1. The molecular weight is 228.27 g mol⁻¹.

Each line ends with the Löwdin charge.
Atoms and positions in Å:
C  -1.31934  2.15857  -2.10586  0.00
C  -0.57260  0.85841  -2.25948  -0.33
C  -1.16792  -0.39308  -1.67874  0.00
N  0.53141  0.74391  -2.91218  0.15
C  1.35171  1.84814  -3.00080  -0.30
C  1.56000  2.78136  -3.96794  0.02
N  2.51262  3.65244  -3.47195  0.12
C  2.88367  3.27648  -2.26719  -0.06
N  2.19818  2.17983  -1.95689  0.19
H  -2.30146  1.97754  -1.67814  0.09
H  -0.80883  2.85539  -1.43568  0.09
H  -1.40416  2.61944  -3.08928  0.09
H  -0.41135  -0.93207  -1.11488  0.07
H  -1.58675  -1.01025  -2.47550  0.11
H  -1.97862  -0.10606  -1.01126  0.08
H  1.07531  2.83899  -4.92552  0.14
H  2.84087  4.45773  -3.98303  0.18
H  3.61765  3.76403  -1.64827  0.16
H  2.26492  1.66079  -1.09347  0.18
C  -1.97744  -2.27250  5.01807  -0.06
C  -2.28464  -2.82036  3.64282  -0.20
O  -1.57890  -2.09665  2.61283  0.04
C  -0.30777  -2.43885  2.44978  -0.61
O  0.29786  -3.28468  3.04740  0.14
O  0.20831  -1.66108  1.48146  -0.02
C  1.59921  -1.88850  1.24434  -0.05
H  -2.17343  -1.20025  5.05379  0.08
H  -2.59483  -2.76809  5.76616  0.08
H  -0.93071  -2.42943  5.27588  0.08
H  -3.33905  -2.69428  3.40699  0.12
H  -2.05226  -3.88179  3.57233  0.13
H  1.80130  -2.94230  1.06919  0.10
H  2.19263  -1.53113  2.08462  0.10
H  1.85441  -1.32171  0.35038  0.08

Computed, not measured: one molecule with the formula C3H5ClO2, with ωB97M-V/def2-TZVPD.

For the relative energy (zero: lowest compared OMol25 entry of this formula, charge and spin), the calculation gives 634.80 kJ/mol. As for the highest occupied orbital energy (alpha / beta): -8.70 / -10.04 eV. The gap between HOMO and LUMO (alpha / beta) comes out at 7.80 / 9.58 eV. Its charge is 0. The molecular weight is 108.52 g mol⁻¹.

Each line ends with the Löwdin charge.
Atoms and positions in Å:
C  -0.74345  -1.03762  0.45917  -0.23
C  0.73634  -1.20939  0.37104  -0.56
C  -1.37396  0.28623  -0.03301  -0.01
O  -0.05155  -1.68914  -0.67362  -0.02
O  2.50655  1.72292  -0.19660  -0.48
Cl  2.05365  -0.20469  0.33093  0.96
H  -1.29160  -1.61944  1.12259  0.11
H  -1.04539  0.99219  0.66939  0.07
H  -2.36109  0.45376  0.16219  0.05
H  -0.96746  0.51159  -0.97811  0.08
H  2.53796  1.79360  -1.23397  0.03

Computed, not measured: one molecule with the formula C3H7NO, with ωB97M-V/def2-TZVPD.

For the relative energy (zero: lowest compared OMol25 entry of this formula, charge and spin), the calculation gives 324.48 kJ/mol. As for the highest occupied orbital energy: -9.80 eV. The gap between HOMO and LUMO comes out at 10.86 eV. As for the SMILES: OC[C@H]1CN1. Its charge is 0. The molecular weight is 73.09 g mol⁻¹.

Each line ends with the Löwdin charge.
Atoms and positions in Å:
O  1.54376  0.47632  0.85391  -0.08
C  1.18329  -0.59390  0.02338  -0.24
C  -0.20846  -0.36955  -0.59241  -0.32
C  -1.17885  0.05310  0.39043  -0.13
N  -0.52388  1.04675  -0.60112  0.01
H  1.18777  1.26070  0.39497  0.08
H  1.11521  -1.49306  0.65057  0.12
H  1.94503  -0.77890  -0.74690  0.11
H  -0.49766  -1.07050  -1.37494  0.14
H  -0.89572  0.24211  1.41061  0.11
H  -2.22093  -0.20728  0.16637  0.11
H  -1.44956  1.43422  -0.57488  0.08

Computed, not measured: a 2-piece molecular cluster, C2HF3I2 overall, with ωB97M-V/def2-TZVPD.

For the relative energy (zero: lowest compared OMol25 entry of this formula, charge and spin), the calculation gives 260.67 kJ/mol. As for the highest occupied orbital energy: -9.92 eV. The gap between HOMO and LUMO comes out at 9.29 eV. Its charge is 0. The molecular weight is 335.83 g mol⁻¹.

Each line ends with the Löwdin charge.
Atoms and positions in Å:
C  -0.59959  -0.46979  0.04299  -0.84
C  0.52775  0.46236  -0.24562  -1.07
F  -1.80254  0.22335  0.18659  -0.14
F  0.73455  0.55511  -1.57223  -0.01
F  1.60403  -0.17891  0.20050  -0.02
I  -0.68256  -2.21634  -1.05667  0.97
I  0.40738  2.45175  0.69682  0.87
H  -0.18902  -0.82752  1.74764  0.25

Computed, not measured: a 2-piece molecular cluster, C2H8N3 overall, with ωB97M-V/def2-TZVPD.

For the relative energy (zero: lowest compared OMol25 entry of this formula, charge and spin), the calculation gives 165.56 kJ/mol. As for the highest occupied orbital energy: -13.52 eV. The gap between HOMO and LUMO comes out at 9.69 eV. Its charge is +1. The molecular weight is 74.11 g mol⁻¹.

Each line ends with the Löwdin charge.
Atoms and positions in Å:
N  -0.70178  -2.01669  -0.34957  0.20
C  -1.15486  -1.31354  -1.37137  -0.14
N  -1.10934  0.00410  -1.43398  0.20
H  -0.44575  -1.55920  0.51684  0.13
H  -0.63840  -3.01648  -0.46763  0.14
H  -1.67143  -1.84451  -2.13872  0.16
H  -1.36250  0.47102  -2.30024  0.15
H  -0.58179  0.53962  -0.76635  0.11
C  1.30313  1.98934  1.86424  -0.11
N  1.52605  0.84508  1.32729  -0.01
H  0.28725  2.41283  1.93897  0.07
H  2.09563  2.64086  2.24807  0.07
H  2.45382  0.84756  0.93245  0.03